[1]
ORCA calculation (the ωB97M-V functional and the def2-TZVPD basis) on a 2-piece molecular cluster, C4H11NO overall at a distorted geometry.

Cartesian coordinates (Å):
C  0.43979  1.97990  0.25423
C  -1.03100  2.06650  0.36884
N  -1.74457  1.23874  -0.46577
O  -1.66157  2.83865  1.05946
H  0.77366  2.99289  0.37824
H  0.85884  1.78545  -0.90081
H  0.99313  1.26103  0.80132
H  -2.66067  1.21799  -0.17072
H  -1.32472  0.42771  -0.91633
C  0.03365  -1.68944  0.27213
C  1.28623  -2.32484  -0.39934
H  0.21949  -0.64190  0.22965
H  -0.88695  -1.79661  -0.25066
H  -0.26959  -2.04752  1.29519
H  1.88816  -2.68282  0.46770
H  1.91769  -1.52259  -0.86330
H  1.16844  -3.10313  -1.15983

M: 89.14 Da
ΔE to the lowest compared entry with this formula, charge and spin: 25.3 kcal per mole
HOMO: -10.0 eV
SMILES string: CC(N)=O.CC
maximum force: 4.7 eV Å⁻¹
E: -7863.45753 eV
gap between HOMO and LUMO: 10.802 eV

Results of the natural (NBO) charge analysis, in e, for atoms 1 through 8: number 1, C, carries -0.725; number 2, C, carries 0.662; number 3, N, carries -0.822; number 4, O, carries -0.602; number 5, H, carries 0.248; number 6, H, carries 0.213; number 7, H, carries 0.243; number 8, H, carries 0.392

***

[2]
ORCA calculation (the ωB97M-V functional and the def2-TZVPD basis) on C4H5LaO4 as an isolated structure at a distorted geometry.

Cartesian coordinates (Å):
C  1.33057  -0.81829  -1.54516
O  1.05380  -2.01826  -1.76935
H  2.30485  -0.41986  -1.86068
H  1.82093  -2.58000  -1.99181
C  0.34482  0.02337  -0.88890
C  0.82835  0.72258  0.30962
H  0.06993  0.79183  -1.64385
H  -0.85420  -0.30861  -0.67580
H  1.83807  1.14441  0.42465
O  0.02272  0.92152  1.23558
C  -2.73076  0.65169  1.31293
O  -2.90698  -0.01608  0.36162
O  -2.55210  0.81064  2.47434
La  -0.57002  1.09507  4.25680

M: 255.99 Da
HOMO: -26.4 eV
charge: +4
maximum force: 6.3 eV Å⁻¹
E: -13226.15049 eV
gap between HOMO and LUMO: 7.411 eV

Results of the natural (NBO) charge analysis, in e, for atoms 1 through 8: number 1, C, carries 0.567; number 2, O, carries -0.435; number 3, H, carries 0.262; number 4, H, carries 0.583; number 5, C, carries -0.708; number 6, C, carries 0.535; number 7, H, carries 0.394; number 8, H, carries 0.338

***

[3]
ORCA calculation (the ωB97M-V functional and the def2-TZVPD basis) on a 12-piece molecular cluster, C48H132N12O12 overall at a distorted geometry.

Cartesian coordinates (Å):
C  3.35169  0.74272  8.14676
C  2.33050  -0.15636  7.43660
C  2.36714  -0.09576  5.91121
O  2.14331  1.21455  5.34337
C  0.78158  1.57719  5.53587
N  2.43809  -1.53447  7.72703
H  4.30273  0.81347  7.61893
H  3.52616  0.45887  9.18459
H  2.99011  1.76796  8.06776
H  1.34151  0.26665  7.61286
H  1.79643  -0.83543  5.34972
H  3.38841  -0.31728  5.60130
H  -0.00275  0.98185  5.06845
H  0.61922  2.45358  4.90843
H  0.55530  1.87462  6.55980
H  2.22402  -1.60274  8.71172
H  1.61550  -1.87963  7.25341
C  5.95526  -2.29881  -0.93465
C  5.01011  -1.58320  -1.87255
C  5.08125  -0.04795  -1.78037
O  4.64175  0.48404  -0.53368
C  3.27333  0.28200  -0.25810
N  5.23741  -1.94290  -3.19304
H  5.78007  -2.12416  0.12691
H  6.98100  -1.93790  -1.01010
H  5.91579  -3.37661  -1.09243
H  4.01035  -1.97331  -1.68181
H  4.52005  0.33178  -2.63416
H  6.13619  0.21228  -1.86688
H  2.74458  0.36913  -1.20727
H  3.00321  0.99799  0.51810
H  3.06889  -0.70355  0.16022
H  6.18227  -1.74904  -3.49264
H  5.27938  -2.95062  -3.24624
C  -1.22795  4.55692  -3.75994
C  -0.17019  5.55842  -4.18060
C  -0.76721  6.93924  -4.64582
O  -1.51966  6.72982  -5.83984
C  -1.78013  7.82959  -6.64397
N  0.65604  5.75085  -2.99817
H  -1.99378  4.86265  -3.04710
H  -0.81313  3.61517  -3.40060
H  -1.71179  4.37066  -4.71874
H  0.43209  5.21316  -5.02094
H  0.10089  7.57361  -4.82496
H  -1.38014  7.26637  -3.80594
H  -0.85070  8.09899  -7.14565
H  -2.23767  8.63764  -6.07318
H  -2.48261  7.64667  -7.45709
H  1.35150  6.45355  -3.20467
H  1.20943  4.91413  -2.88086
C  -2.82941  -2.21736  -1.93354
C  -4.04864  -1.32816  -2.15751
C  -4.37231  -1.13158  -3.64903
O  -3.26964  -0.51838  -4.40464
C  -2.89732  0.83961  -4.06691
N  -5.23705  -2.01041  -1.57346
H  -2.83474  -3.07732  -2.60328
H  -2.68775  -2.59585  -0.92123
H  -1.91671  -1.69447  -2.21931
H  -3.94175  -0.35000  -1.68860
H  -5.22781  -0.46395  -3.75138
H  -4.49338  -2.10889  -4.11627
H  -3.67275  1.46081  -4.51514
H  -1.91784  1.09171  -4.47333
H  -2.91378  1.02170  -2.99235
H  -5.23518  -2.98072  -1.85381
H  -5.19717  -2.06394  -0.56567
C  0.37083  4.34929  0.10366
C  -1.06244  4.90864  0.32726
C  -1.28961  5.28137  1.80445
O  -1.42416  4.01414  2.48234
C  -1.58335  4.03870  3.89220
N  -1.23434  6.08433  -0.48019
H  1.19460  5.06139  0.15284
H  0.53544  4.14152  -0.95362
H  0.59822  3.36112  0.50356
H  -1.76365  4.09196  0.15568
H  -2.25413  5.78632  1.85750
H  -0.47601  5.93224  2.12465
H  -2.57356  4.43232  4.12162
H  -0.92371  4.73872  4.40499
H  -1.69683  3.08208  4.40222
H  -2.23166  6.11648  -0.63645
H  -0.90020  5.98990  -1.42862
C  -0.03487  -5.11462  2.43503
C  1.10149  -6.19719  2.52391
C  0.65019  -7.68463  2.56912
O  0.02689  -7.88489  3.81459
C  -0.58175  -9.19869  3.95122
N  1.91241  -5.96948  1.33020
H  -0.57585  -5.13711  1.48901
H  0.35431  -4.09666  2.45480
H  -0.76908  -5.21047  3.23493
H  1.69863  -5.95627  3.40339
H  1.55582  -8.28574  2.48780
H  0.13876  -8.08502  1.69378
H  0.11348  -10.02062  3.78038
H  -1.36104  -9.47852  3.24235
H  -0.99315  -9.31902  4.95341
H  1.29049  -6.17687  0.56189
H  2.20846  -5.00492  1.28460
C  -4.03784  -3.06716  2.62043
C  -5.02931  -1.98103  2.34849
C  -5.59268  -1.36918  3.58986
O  -6.61794  -0.38791  3.29080
C  -7.26161  0.14489  4.45198
N  -4.41186  -1.05137  1.36818
H  -3.19639  -2.66856  3.18716
H  -3.57668  -3.57148  1.77126
H  -4.48030  -3.80653  3.28802
H  -5.89832  -2.49703  1.94022
H  -4.74919  -0.87463  4.07156
H  -6.00583  -2.05607  4.32850
H  -7.72939  -0.66921  5.00563
H  -8.11172  0.78184  4.20764
H  -6.58746  0.74472  5.06339
H  -5.14051  -0.35498  1.43304
H  -3.68002  -0.63404  1.92526
C  -1.22981  -2.19853  5.22877
C  -1.29938  -2.52207  6.74587
C  -2.41295  -3.53800  7.14090
O  -3.62341  -2.99234  6.77044
C  -4.76054  -3.80293  6.77275
N  -0.02434  -3.09276  6.99286
H  -2.23457  -1.89940  4.93029
H  -0.96155  -3.03617  4.58496
H  -0.60576  -1.32851  5.02449
H  -1.29956  -1.59204  7.31433
H  -2.40321  -3.72304  8.21504
H  -2.28339  -4.49887  6.64286
H  -5.63579  -3.16581  6.64580
H  -4.80332  -4.33173  7.72492
H  -4.77217  -4.50605  5.93992
H  0.02705  -3.59504  7.86760
H  -0.01429  -3.79908  6.27097
C  1.13073  -2.38292  -2.15953
C  1.86053  -3.68010  -2.29746
C  0.85589  -4.94091  -2.37634
O  -0.09541  -4.90018  -1.34440
C  -0.81770  -6.14408  -1.24022
N  2.70888  -3.64561  -3.47209
H  0.49667  -2.34308  -1.27382
H  0.31212  -2.26386  -2.86932
H  1.83610  -1.55730  -2.25391
H  2.57491  -3.85436  -1.49284
H  1.31014  -5.92775  -2.28743
H  0.40910  -4.87238  -3.36819
H  -1.45525  -6.04256  -0.36197
H  -0.18901  -7.03419  -1.26404
H  -1.46747  -6.35545  -2.08947
H  3.14646  -2.74633  -3.61321
H  3.52316  -4.22235  -3.31584
C  -0.20745  1.88467  -6.95538
C  1.00758  1.11925  -7.46206
C  1.07259  -0.31994  -7.07370
O  0.98706  -0.52955  -5.67848
C  2.21842  -0.27586  -5.00249
N  1.03827  1.12727  -8.91487
H  -0.23620  2.87005  -7.42045
H  -0.04577  1.99365  -5.88296
H  -1.15988  1.38328  -7.12741
H  1.86870  1.63436  -7.03633
H  2.00022  -0.72998  -7.47303
H  0.36157  -0.93764  -7.62232
H  2.72018  0.65152  -5.27871
H  2.89238  -1.10088  -5.23320
H  2.04311  -0.17202  -3.93171
H  1.09611  2.12120  -9.08473
H  0.09851  0.81973  -9.12070
C  5.49858  7.03265  -3.98941
C  4.20019  6.21347  -4.03687
C  4.21266  5.11820  -2.94732
O  3.46031  3.98399  -3.34299
C  3.53044  2.95643  -2.33845
N  3.10324  7.14629  -3.93051
H  5.60269  7.59192  -3.05963
H  5.60089  7.73802  -4.81408
H  6.39340  6.41274  -4.04517
H  4.06800  5.70457  -4.99167
H  3.85046  5.53829  -2.00901
H  5.24548  4.81586  -2.77422
H  2.96057  2.08414  -2.65855
H  3.07556  3.30645  -1.41181
H  4.56438  2.68200  -2.12926
H  3.28455  7.84605  -4.63588
H  3.26331  7.53864  -3.01370
C  0.02282  -1.07409  1.82703
C  -0.50053  0.38257  1.77935
C  -1.04358  0.76525  0.32746
O  0.16510  0.93177  -0.44314
C  0.04078  1.17416  -1.87375
N  -1.53886  0.55685  2.74898
H  0.95395  -1.24686  1.28735
H  -0.69543  -1.75955  1.37719
H  0.08507  -1.42507  2.85710
H  0.31313  1.05944  2.03991
H  -1.49406  1.75767  0.31127
H  -1.65134  -0.05494  -0.05467
H  0.97497  1.45713  -2.35884
H  -0.65177  1.98209  -2.10981
H  -0.26845  0.25042  -2.36282
H  -1.67453  1.53928  2.94007
H  -1.13603  0.10959  3.56002

spin multiplicity: 2
M: 1069.66 Da
ΔE to the lowest compared entry with this formula, charge and spin: 49.4 kcal per mole
HOMO (spin up / spin down): -10.3 / -10.3 eV
charge: +1
maximum force: 3.4 eV Å⁻¹
E: -94349.16891 eV
gap between HOMO and LUMO (spin up / spin down): 7.540 / 2.048 eV

Results of the Mulliken charge analysis, in e, for atoms 1 through 8: number 1, C, carries -1.304; number 2, C, carries 0.856; number 3, C, carries -0.787; number 4, O, carries -0.441; number 5, C, carries -0.593; number 6, N, carries -0.799; number 7, H, carries 0.291; number 8, H, carries 0.389

***

[4]
ORCA calculation (the ωB97M-V functional and the def2-TZVPD basis) on a 2-piece molecular cluster, C5H12N2O2 overall at a distorted geometry.

Cartesian coordinates (Å):
C  0.75709  -0.61702  -2.64955
C  0.16971  -1.91028  -2.15297
C  -0.79117  -1.63804  -1.03115
N  -1.86381  -2.48771  -0.88339
O  -0.72747  -0.64090  -0.34164
H  0.96213  0.00484  -1.76671
H  0.05275  -0.16421  -3.35396
H  1.68433  -0.66123  -3.24940
H  -0.28577  -2.53060  -2.96783
H  1.05405  -2.47241  -1.78981
H  -2.45561  -2.30519  -0.09070
H  -2.02076  -3.34184  -1.39193
C  -0.36959  2.75962  1.96675
C  0.95764  2.15341  2.38316
N  1.00665  1.08968  3.25025
O  1.93691  2.70025  1.92510
H  -0.32644  2.87817  0.86104
H  -0.48476  3.80591  2.31819
H  -1.30441  2.19890  2.09906
H  1.83748  0.72164  3.66898
H  0.21106  0.45704  3.19650

M: 132.16 Da
ΔE to the lowest compared entry with this formula, charge and spin: 11.0 kcal per mole
HOMO: -9.4 eV
SMILES string: CCC(N)=O.CC(N)=O
maximum force: 1.9 eV Å⁻¹
E: -12455.50543 eV
gap between HOMO and LUMO: 10.182 eV

Results of the natural (NBO) charge analysis, in e, for atoms 1 through 8: number 1, C, carries -0.610; number 2, C, carries -0.513; number 3, C, carries 0.675; number 4, N, carries -0.829; number 5, O, carries -0.622; number 6, H, carries 0.244; number 7, H, carries 0.204; number 8, H, carries 0.211